Entry 1:
# C5H10NO2

A molecular structure, C5H10NO2 in a non-equilibrium geometry (wB97M-V/def2-TZVPD, OMol25).

Structure (XYZ):
```
18
C5H10NO2 (wB97M-V/def2-TZVPD)
O 1.20 1.87 -1.60
O -3.20 -0.84 2.34
N -1.67 -0.22 0.73
C 0.85 -0.14 0.67
C -2.11 -0.39 1.95
C 1.26 -0.70 -0.66
C -0.51 0.61 0.57
C 0.23 -1.00 -1.52
H 2.31 -0.89 -0.83
H 0.43 -1.68 -2.35
H 1.29 2.26 -2.48
H 0.89 0.14 -1.62
H -0.82 -1.03 -1.22
H 1.64 0.52 1.02
H 0.65 -0.96 1.37
H -0.53 1.46 1.26
H -1.36 -0.15 2.77
H -0.53 1.15 -0.38
```

Summary:
ΔE to the lowest compared entry with this formula, charge and spin = 127.02 kcal/mol
M = 116.14 g mol⁻¹
electronic energy = -401.62440 hartree
Kohn-Sham gap = 6.7 eV
HOMO energy = -3.5 eV
charge = -1
multiplicity = 1


Entry 2:
# C5H10NO2

A gas-phase ion, C5H10NO2 (charge -1) in a non-equilibrium geometry (wB97M-V/def2-TZVPD, OMol25).

Structure (XYZ):
```
18
C5H10NO2 (wB97M-V/def2-TZVPD)
O 3.48 0.74 -0.57
O -3.38 -0.78 -1.00
N 1.25 0.37 -0.35
C -1.16 0.10 -0.48
C -0.04 0.22 1.76
C -2.44 -0.77 -0.07
C 2.51 0.34 0.07
C 0.07 -0.26 0.29
H -2.77 -0.36 0.94
H 0.81 0.82 2.06
H 2.63 0.04 1.12
H 0.17 -1.33 0.26
H -1.15 -0.12 -1.55
H -1.57 1.11 -0.38
H -0.06 -0.60 2.49
H -2.01 -1.77 0.26
H 1.13 0.64 -1.32
H -1.04 0.65 1.84
```

Summary:
ΔE to the lowest compared entry with this formula, charge and spin = 53.49 kcal/mol
M = 116.14 g mol⁻¹
electronic energy = -401.74158 hartree
Kohn-Sham gap = 6.2 eV
HOMO energy = -2.7 eV
charge = -1
SMILES = C[C@@H](CC[O-])NC=O
multiplicity = 1


Entry 3:
# C5H10NO2

A gas-phase ion, C5H10NO2 (charge -1) in a non-equilibrium geometry (wB97M-V/def2-TZVPD, OMol25).

Structure (XYZ):
```
18
C5H10NO2 (wB97M-V/def2-TZVPD)
O 2.15 -0.10 -0.88
O 1.20 -2.51 2.58
N 1.07 -0.73 1.05
C 1.59 -2.24 1.39
C 1.29 0.03 -0.09
C -0.96 0.58 -0.96
C -2.27 1.27 -0.93
C 0.27 1.23 -0.22
H 0.69 2.06 -0.74
H 0.48 -0.44 1.75
H 2.75 -2.22 1.19
H 1.13 -2.83 0.58
H 0.04 1.70 0.81
H -1.02 -0.44 -0.61
H -3.13 0.60 -1.14
H -2.49 1.79 0.06
H -0.53 0.27 -2.00
H -2.29 2.00 -1.84
```

Summary:
ΔE to the lowest compared entry with this formula, charge and spin = 54.87 kcal/mol
M = 116.14 g mol⁻¹
electronic energy = -401.73937 hartree
Kohn-Sham gap = 6.5 eV
HOMO energy = -3.0 eV
charge = -1
SMILES = CCCC(=O)NC[O-]
multiplicity = 1


Entry 4:
# C5H10NO2

A gas-phase ion, C5H10NO2 (charge -1) in a non-equilibrium geometry (wB97M-V/def2-TZVPD, OMol25).

Structure (XYZ):
```
18
C5H10NO2 (wB97M-V/def2-TZVPD)
O -1.29 2.09 -2.80
O 0.18 -3.34 0.66
N -0.55 1.43 -0.77
C 0.24 0.48 0.09
C 0.23 0.96 1.50
C 0.75 -2.18 0.42
C -0.35 -0.91 -0.01
C -0.63 1.33 -2.11
H 1.45 -2.21 -0.42
H -0.82 0.89 1.84
H 0.53 2.02 1.59
H 1.20 -1.77 1.35
H 1.29 0.48 -0.33
H -1.31 -0.98 0.52
H -0.47 -1.22 -1.05
H 0.48 0.21 2.26
H -1.06 2.09 -0.21
H 0.12 0.64 -2.53
```

Summary:
ΔE to the lowest compared entry with this formula, charge and spin = 66.09 kcal/mol
M = 116.14 g mol⁻¹
electronic energy = -401.72150 hartree
Kohn-Sham gap = 6.0 eV
HOMO energy = -2.5 eV
charge = -1
SMILES = C[C@@H](CC[O-])NC=O
multiplicity = 1


Entry 5:
# C5H10NO2

A molecular structure, C5H10NO2 in a non-equilibrium geometry (wB97M-V/def2-TZVPD, OMol25).

Structure (XYZ):
```
18
C5H10NO2 (wB97M-V/def2-TZVPD)
O 0.82 -0.27 -1.79
O -1.76 -1.18 1.62
N 0.05 0.49 1.80
C -1.59 -0.98 0.43
C 2.22 1.15 -0.35
C 0.02 0.12 0.37
C -2.25 -1.29 -0.83
C 0.98 0.24 -0.56
H -2.27 -0.29 -1.50
H -0.90 -0.23 2.12
H -0.19 1.49 1.92
H -1.66 -1.84 -1.58
H 2.24 1.53 0.71
H -3.27 -1.59 -0.82
H 0.91 0.33 2.25
H 1.65 -0.39 -2.26
H 1.95 2.07 -0.84
H 3.06 0.64 -0.71
```

Summary:
ΔE to the lowest compared entry with this formula, charge and spin = 72.86 kcal/mol
M = 116.14 g mol⁻¹
electronic energy = -401.40888 hartree
Kohn-Sham gap = 9.9 eV
HOMO energy = -13.6 eV
charge = +1
multiplicity = 1


Entry 6:
# C5H10NO2

A gas-phase ion, C5H10NO2 (charge +1) in a non-equilibrium geometry (wB97M-V/def2-TZVPD, OMol25).

Structure (XYZ):
```
18
C5H10NO2 (wB97M-V/def2-TZVPD)
O -1.49 1.45 -0.97
O -2.38 -0.62 -0.72
N 0.99 -0.47 -0.79
C 0.37 0.47 1.32
C -1.43 0.35 -0.54
C 2.22 -0.49 0.11
C -0.19 -0.32 0.11
C 1.74 -0.13 1.48
H 3.10 0.04 -0.28
H 0.37 1.55 1.04
H -0.62 -1.27 0.40
H 2.55 -1.56 0.13
H -0.33 0.29 2.27
H 1.06 -1.35 -1.34
H 2.35 0.45 2.16
H -3.32 -0.40 -0.65
H 1.71 -0.98 2.23
H 1.16 0.32 -1.44
```

Summary:
ΔE to the lowest compared entry with this formula, charge and spin = 23.42 kcal/mol
M = 116.14 g mol⁻¹
electronic energy = -401.48768 hartree
Kohn-Sham gap = 11.5 eV
HOMO energy = -15.0 eV
charge = +1
SMILES = O=C(O)[C@@H]1CCC[NH2+]1
multiplicity = 1


Entry 7:
# C5H10NO2

A gas-phase ion, C5H10NO2 (charge +1) in a non-equilibrium geometry (wB97M-V/def2-TZVPD, OMol25).

Structure (XYZ):
```
18
C5H10NO2 (wB97M-V/def2-TZVPD)
O 2.62 1.02 -1.40
O -3.12 0.08 0.40
N 1.89 -1.55 -0.89
C 1.35 -0.51 -0.08
C -0.26 -0.48 -0.19
C -0.89 0.70 0.28
C 1.89 0.85 -0.48
C -2.11 0.72 1.13
H -3.13 0.36 -0.53
H -0.59 -1.34 0.40
H 1.64 1.71 0.19
H 2.73 -1.29 -1.38
H -0.47 -0.62 -1.26
H -0.85 1.57 -0.38
H 1.59 -0.68 0.97
H -1.95 0.13 2.04
H -2.39 1.71 1.51
H 2.06 -2.38 -0.33
```

Summary:
ΔE to the lowest compared entry with this formula, charge and spin = 104.58 kcal/mol
M = 116.14 g mol⁻¹
electronic energy = -401.35835 hartree
Kohn-Sham gap = 6.5 eV
HOMO energy = -14.1 eV
charge = +1
multiplicity = 1


Entry 8:
# C5H10NO3

A single C5H10NO3 molecule in a non-equilibrium geometry (wB97M-V/def2-TZVPD, OMol25).

Structure (XYZ):
```
19
C5H10NO3 (wB97M-V/def2-TZVPD)
O 1.56 -1.17 -0.92
O -0.16 -1.04 0.69
O 0.87 0.86 0.14
N 0.66 -0.31 0.17
C 1.48 -3.55 -1.37
C 3.52 -3.89 0.00
C 2.92 -1.54 -0.89
C 3.73 -0.89 -1.91
C 2.92 -3.13 -1.16
H 4.60 -3.72 0.11
H 3.37 -4.97 -0.13
H 0.84 -3.16 -0.57
H 1.40 -4.64 -1.41
H 3.04 -3.58 0.94
H 3.41 -1.35 0.08
H 4.29 -1.54 -2.59
H 1.11 -3.15 -2.32
H 3.49 -3.35 -2.08
H 3.94 0.18 -1.83
```

Summary:
ΔE to the lowest compared entry with this formula, charge and spin = 130.37 kcal/mol
M = 132.14 g mol⁻¹
electronic energy = -476.73260 hartree
Kohn-Sham gap (alpha / beta) = 8.5 / 9.8 eV
HOMO energy (alpha / beta) = -8.8 / -10.3 eV
multiplicity = 2


Entry 9:
# C5H10NO3

2 unconnected molecules or ions with the total composition C5H10NO3 in a non-equilibrium geometry (wB97M-V/def2-TZVPD, OMol25).

Structure (XYZ):
```
19
C5H10NO3 (wB97M-V/def2-TZVPD)
O -0.91 -0.65 0.39
O 3.83 -0.44 0.02
O -2.17 1.33 0.38
N -3.07 -0.68 -0.33
C 0.08 -0.05 0.78
C -2.22 0.15 0.26
C 4.25 0.52 -0.95
C -4.45 -0.32 -0.34
C 3.03 -0.19 1.01
H 4.32 -0.12 -1.88
H 3.09 -1.11 1.64
H 0.08 0.98 1.09
H -2.71 -1.69 -0.46
H -4.49 0.78 -0.17
H 3.50 1.31 -1.04
H 5.24 0.87 -0.75
H -4.98 -0.94 0.30
H 2.48 0.79 1.35
H -4.89 -0.55 -1.32
```

Summary:
ΔE to the lowest compared entry with this formula, charge and spin = 140.27 kcal/mol
M = 132.14 g mol⁻¹
electronic energy = -476.54386 hartree
Kohn-Sham gap (alpha / beta) = 7.0 / 7.0 eV
HOMO energy (alpha / beta) = -12.2 / -12.2 eV
charge = +1
multiplicity = 1


Entry 10:
# C5H10NOP

A single C5H10NOP molecule in a non-equilibrium geometry (wB97M-V/def2-TZVPD, OMol25).

Structure (XYZ):
```
18
C5H10NOP (wB97M-V/def2-TZVPD)
P 0.50 0.11 -0.76
O 1.58 0.97 -1.32
N -2.65 0.76 1.06
C -0.98 -0.08 -1.85
C 0.95 -1.61 -0.51
C 0.55 0.60 2.04
C -0.07 1.04 0.71
C -1.54 0.99 0.82
H 0.59 1.43 2.59
H 0.28 2.09 0.46
H -1.56 0.77 -1.45
H 1.89 -1.82 -0.07
H 1.05 -2.06 -1.50
H -0.62 -0.01 -2.93
H 0.21 -2.26 -0.09
H -0.06 -0.14 2.44
H -1.70 -0.90 -1.60
H 1.60 0.12 1.95
```

Summary:
ΔE to the lowest compared entry with this formula, charge and spin = 4.20 kcal/mol
M = 131.12 g mol⁻¹
electronic energy = -667.85916 hartree
Kohn-Sham gap = 10.9 eV
HOMO energy = -10.2 eV
SMILES = C[C@H](C#N)P(C)(C)=O
multiplicity = 1


Entry 11:
# C5H10NOS

A gas-phase ion, C5H10NOS (charge -1) (wB97M-V/def2-TZVPD, OMol25).

Structure (XYZ):
```
18
C5H10NOS (wB97M-V/def2-TZVPD)
S -1.35 0.94 3.13
O 0.75 2.16 0.71
N -0.03 -0.99 -0.10
C 0.45 0.32 -2.22
C 0.89 -0.74 -1.20
C 0.08 -0.14 1.09
C -0.12 1.32 0.73
C -0.97 -0.54 2.12
H -1.00 -1.11 -0.38
H 0.88 1.30 -2.00
H -0.63 0.52 -2.13
H -1.11 1.49 0.25
H -0.64 -1.41 2.69
H -1.88 -0.77 1.56
H 0.71 0.07 -3.25
H 1.10 -0.31 1.46
H 1.05 -1.67 -1.75
H 1.82 -0.45 -0.72
```

Summary:
ΔE to the lowest compared entry with this formula, charge and spin = 28.51 kcal/mol
M = 132.21 g mol⁻¹
electronic energy = -724.70800 hartree
Kohn-Sham gap = 6.3 eV
HOMO energy = -2.7 eV
charge = -1
SMILES = CCN[C@@H](C=O)C[S-]
multiplicity = 1


Entry 12:
# C5H10NOS

A molecular structure, C5H10NOS in a non-equilibrium geometry (wB97M-V/def2-TZVPD, OMol25).

Structure (XYZ):
```
18
C5H10NOS (wB97M-V/def2-TZVPD)
S 0.29 0.12 1.35
O -1.04 0.78 2.04
N 2.99 -0.40 -0.28
C 3.60 -0.82 -1.16
C -0.70 0.89 -0.65
C -0.54 -0.55 -0.07
C 0.46 1.49 0.12
C -1.72 -1.50 0.09
H -0.64 0.94 -1.79
H 0.17 -1.14 -0.59
H 1.43 1.55 -0.43
H -1.02 0.81 3.08
H -2.21 -1.40 -0.87
H 0.36 2.38 0.55
H 4.16 -0.87 -2.12
H -1.40 -2.42 0.31
H -2.47 -1.09 0.65
H -1.70 1.23 -0.24
```

Summary:
ΔE to the lowest compared entry with this formula, charge and spin = 58.61 kcal/mol
M = 132.21 g mol⁻¹
electronic energy = -724.34300 hartree
Kohn-Sham gap = 11.5 eV
HOMO energy = -15.3 eV
charge = +1
multiplicity = 1


Entry 13:
# C5H10NS

A gas-phase ion, C5H10NS (charge +1) in a non-equilibrium geometry (wB97M-V/def2-TZVPD, OMol25).

Structure (XYZ):
```
17
C5H10NS (wB97M-V/def2-TZVPD)
S 0.95 1.36 -0.37
N -1.35 0.64 -1.51
C -1.21 -0.47 -0.50
C 1.78 -0.22 2.24
C 0.68 -0.76 1.40
C 0.04 1.08 -1.93
C 0.14 -0.10 0.39
H 0.09 -1.68 1.65
H -1.91 0.48 -2.25
H -1.69 1.52 -1.21
H -2.25 -0.40 0.03
H 0.41 0.24 -2.37
H -1.09 -1.34 -1.16
H 1.38 0.46 3.00
H -0.04 2.14 -2.46
H 2.38 0.32 1.56
H 2.12 -0.95 2.82
```

Summary:
ΔE to the lowest compared entry with this formula, charge and spin = 63.66 kcal/mol
M = 116.21 g mol⁻¹
electronic energy = -649.12393 hartree
Kohn-Sham gap = 9.3 eV
HOMO energy = -12.8 eV
charge = +1
SMILES = C/C=C1/C[NH2+]CS1
multiplicity = 1


Entry 14:
# C5H10NS

A gas-phase ion, C5H10NS (charge +1) in a non-equilibrium geometry (wB97M-V/def2-TZVPD, OMol25).

Structure (XYZ):
```
17
C5H10NS (wB97M-V/def2-TZVPD)
S -2.52 -0.69 -0.33
N 0.87 -1.63 -0.02
C 0.30 -0.40 -0.62
C -0.80 1.62 0.23
C -1.04 0.12 0.30
C 0.68 1.84 -0.21
C 1.10 0.72 -0.79
H 1.10 -1.59 1.00
H 2.06 0.54 -1.30
H 1.64 -2.03 -0.57
H -1.49 1.95 -0.48
H -0.15 -0.72 -1.60
H -0.89 2.14 1.28
H 1.17 2.85 -0.10
H 0.18 -2.39 0.09
H -2.39 -1.48 0.71
H -0.76 -0.14 1.32
```

Summary:
ΔE to the lowest compared entry with this formula, charge and spin = 55.22 kcal/mol
M = 116.21 g mol⁻¹
electronic energy = -649.13738 hartree
Kohn-Sham gap = 9.4 eV
HOMO energy = -13.2 eV
charge = +1
SMILES = [NH3+][C@@H]1C=CC[C@H]1S
multiplicity = 1